(1)
Molecular formula: C29H25Cl5FIrN3O3
Method: DFT, the ωB97M-V functional and the def2-TZVPD basis

Structure (XYZ):
```
67
C29H25Cl5FIrN3O3, DFT the ωB97M-V functional and the def2-TZVPD basis
Ir -0.082 -3.714 0.473
Cl -3.021 -3.136 -1.510
Cl -3.589 -3.396 4.679
Cl -6.151 -3.212 2.877
Cl -5.835 -3.059 -0.216
Cl -0.754 -3.509 3.297
F -2.144 2.854 0.170
O 4.052 -2.755 0.707
O -0.077 -1.559 0.522
O 2.071 -3.645 0.262
N -0.106 4.732 -0.120
N 3.060 1.051 0.218
N -1.043 7.394 -0.113
C 2.853 -2.663 0.474
C -4.592 -3.321 2.160
C 2.302 -1.245 0.380
C -1.145 5.132 -1.045
C 0.949 -0.830 0.392
C -0.875 2.393 0.137
C -2.024 -3.598 0.963
C 1.760 1.527 0.175
C 0.160 3.333 0.007
C -0.024 6.931 0.900
C -0.775 -5.915 -3.086
C -1.790 -6.086 -2.143
C 0.515 -5.608 -2.700
C 0.131 -5.632 1.063
C -4.442 -3.271 0.774
C -2.228 -3.542 2.344
C -3.460 -3.424 2.967
C -0.212 5.445 1.138
C -0.625 1.058 0.248
C 4.217 1.945 0.101
C -1.502 -5.952 -0.811
C 0.708 0.612 0.266
C 0.827 -5.506 -1.353
C -3.175 -3.380 0.203
C 1.470 2.896 0.027
C -0.957 6.595 -1.392
C -0.173 -5.699 -0.365
C 4.529 2.291 -1.342
C 3.267 -0.273 0.315
H -1.070 4.544 -1.961
H 5.394 2.952 -1.387
H 1.837 -5.301 -1.031
H 0.569 5.108 1.820
H 3.693 2.791 -1.830
H 4.021 2.830 0.709
H 0.029 6.794 -1.808
H -2.276 -6.069 -0.065
H -1.425 0.338 0.345
H -2.801 -6.296 -2.463
H -1.179 5.264 1.638
H -0.637 -6.011 1.733
H 4.762 1.392 -1.912
H -2.159 4.980 -0.648
H 0.950 7.142 0.461
H -0.168 7.523 1.801
H 1.287 -5.465 -3.443
H -0.924 8.390 -0.303
H 5.052 1.428 0.571
H -1.008 -6.011 -4.138
H -1.731 6.972 -2.058
H 4.295 -0.611 0.361
H -1.981 7.280 0.282
H 2.255 3.624 -0.099
H 1.146 -5.845 1.383
```

Calculated values
M = 852.017 g mol⁻¹
Relative energy (zero: lowest compared OMol25 entry of this formula, charge and spin) = 13.0 kcal/mol
HOMO-LUMO gap = 0.2264 hartree
Total charge = +1

=====

(2)
Molecular formula: C29H25N5O15S5V
Method: DFT, the ωB97M-V functional and the def2-TZVPD basis

Structure (XYZ):
```
80
C29H25N5O15S5V, DFT the ωB97M-V functional and the def2-TZVPD basis
V -0.945 -0.966 0.736
S 1.493 -3.109 0.139
S -2.185 3.826 4.315
S 1.870 -0.514 2.374
S -1.675 2.636 -2.078
S -3.005 2.035 0.505
O 1.811 -4.063 -0.893
O -1.712 4.351 5.577
O 1.228 -3.634 1.456
O -2.656 -0.581 1.252
O -3.321 -0.763 -1.779
O -0.198 -1.292 -3.863
O 0.707 -0.498 1.395
O -3.471 4.328 3.874
O 2.239 0.812 2.763
O -1.518 -4.282 0.436
O 1.563 1.025 -0.828
O 1.618 -1.469 3.415
O -4.452 -0.973 2.522
O -1.101 0.605 2.983
O 0.408 -2.195 -0.336
N -1.128 -2.294 2.354
N -2.039 -2.245 -0.524
N -0.374 0.226 -1.809
N -2.111 2.225 4.250
N -1.084 0.530 -0.644
C 3.279 -1.368 -4.858
C -2.970 3.770 -0.003
C 0.295 2.860 1.486
C 0.355 5.284 1.459
C -2.445 -4.217 -1.791
C 0.954 0.425 -1.720
C 1.708 -0.186 -2.875
C 0.758 4.053 0.944
C -2.500 -2.333 2.845
C 3.077 0.043 -2.938
C -2.839 -1.857 -1.587
C -1.941 -3.614 -0.492
C 4.001 -2.367 -0.572
C 1.115 -1.028 -3.837
C 5.205 -1.683 -0.494
C -3.316 -1.214 2.216
C -0.996 4.150 3.038
C 1.919 -1.616 -4.818
C -2.955 3.794 -1.518
C 3.149 -1.089 1.269
C -1.291 1.794 3.284
C 4.351 -0.402 1.339
C -0.594 2.926 2.546
C 5.386 -0.707 0.467
C 2.967 -2.089 0.310
C -0.538 5.348 2.523
C 3.871 -0.529 -3.918
C -3.068 -3.041 -2.520
C -1.831 1.574 -0.697
H -2.081 4.244 0.414
H 4.937 -0.341 -3.942
H -2.694 4.781 -1.903
H -0.472 -1.929 3.044
H 3.835 -3.123 -1.326
H 3.499 0.674 -2.165
H 6.318 -0.158 0.527
H -3.857 4.245 0.417
H 0.624 1.922 1.066
H -3.135 -5.030 -1.564
H 0.736 6.200 1.021
H -1.580 -4.639 -2.304
H -0.872 6.295 2.928
H -0.588 -0.765 -3.091
H -3.919 3.488 -1.925
H 5.993 -1.908 -1.203
H -2.559 -2.234 3.927
H -0.798 -3.200 2.019
H -2.963 -3.274 2.546
H 1.445 -2.274 -5.536
H 1.442 4.008 0.105
H -4.136 -3.145 -2.710
H 3.883 -1.838 -5.626
H 4.444 0.396 2.062
H -2.571 -2.803 -3.460
```

Calculated values
<S²> = 0.76
Multiplicity = 2
M = 894.818 g mol⁻¹
Relative energy (zero: lowest compared OMol25 entry of this formula, charge and spin) = 14.4 kcal/mol
HOMO-LUMO gap (spin up / spin down) = 0.2467 / 0.2718 hartree
Total charge = -2

=====

(3)
Molecular formula: C29H26Br2N2O3RuS2
Method: DFT, the ωB97M-V functional and the def2-TZVPD basis

Structure (XYZ):
```
65
C29H26Br2N2O3RuS2, DFT the ωB97M-V functional and the def2-TZVPD basis
Ru -0.039 -0.653 0.521
Br -0.386 1.852 7.106
Br 3.717 0.447 3.507
S 1.882 -0.929 -2.055
S -0.611 1.719 -0.651
O 1.266 -1.586 -0.788
O 0.398 -2.579 1.931
O 1.254 0.254 1.558
N -1.398 -2.202 -0.063
N -1.153 0.268 2.070
C 3.625 0.489 -0.469
C -2.379 -3.281 -1.943
C -1.576 3.547 -4.032
C -1.438 -3.367 0.620
C -1.376 3.265 -2.698
C -3.417 0.071 1.147
C -1.377 2.550 -4.971
C 4.274 1.662 -0.113
C -1.869 -2.181 -1.301
C -0.907 1.974 -2.306
C -2.199 1.373 4.442
C 0.215 1.349 5.401
C -0.677 0.953 -3.299
C -0.843 -3.287 2.005
C -0.808 1.113 4.409
C 1.917 0.796 3.832
C -1.985 -4.500 0.097
C -2.431 -4.434 -1.212
C 3.250 -2.053 -2.435
C 1.535 1.152 5.120
C -0.352 0.640 3.143
C 1.004 0.576 2.833
C 2.623 1.635 -2.364
C -0.892 1.292 -4.614
C 3.169 2.831 -1.967
C 3.994 2.825 -0.876
C -2.997 1.015 3.380
C -2.444 0.438 2.236
C 2.796 0.490 -1.573
H -4.004 0.910 0.933
H -0.730 0.600 -5.425
H -2.643 1.820 5.274
H -1.902 4.573 -4.235
H 2.291 1.209 5.861
H -2.849 -3.132 -2.913
H -1.504 4.051 -1.947
H -1.832 -1.268 -1.856
H -2.911 -0.209 0.226
H -2.901 -5.324 -1.612
H 4.916 1.764 0.716
H 3.756 -1.623 -3.311
H 1.089 -3.210 1.645
H -2.094 -5.469 0.642
H -4.072 -0.746 1.428
H 3.766 -0.425 0.085
H 3.865 -2.069 -1.578
H 3.036 3.759 -2.564
H -1.486 2.749 -6.020
H 4.536 3.676 -0.560
H -0.721 -4.272 2.402
H -4.030 1.288 3.415
H -0.218 0.002 -2.944
H 2.787 -3.008 -2.702
H -1.524 -2.754 2.677
H 2.015 1.585 -3.265
```

Calculated values
<S²> = 6.05
Multiplicity = 5
M = 775.550 g mol⁻¹
Relative energy (zero: lowest compared OMol25 entry of this formula, charge and spin) = 8.4 kcal/mol
HOMO-LUMO gap (spin up / spin down) = 0.2784 / 0.2040 hartree
Total charge = +2

=====

(4)
Molecular formula: C29H26BrF3N2OS4Ta
Method: DFT, the ωB97M-V functional and the def2-TZVPD basis

Structure (XYZ):
```
67
C29H26BrF3N2OS4Ta, DFT the ωB97M-V functional and the def2-TZVPD basis
Ta 0.083 1.424 1.373
Br 2.680 0.840 -0.736
S -0.604 3.146 2.979
S 2.165 2.577 2.198
S -2.163 0.652 1.943
S 1.273 -0.482 2.428
F 0.591 4.333 0.077
F -1.310 3.324 -0.281
F 0.435 2.833 -1.459
O -0.240 0.290 -0.180
N 5.419 2.461 7.418
N 4.356 -1.438 7.664
C 4.744 1.985 6.618
C -3.005 1.873 2.865
C 0.163 -0.343 -1.297
C 1.635 -2.329 -4.893
C -2.320 3.009 3.287
C 1.488 -0.229 -1.737
C 2.776 -3.282 -4.513
C 1.104 -1.644 -3.636
C -4.360 1.724 3.162
C 2.725 -0.514 4.723
C 2.161 -1.267 -5.868
C 2.643 1.603 3.560
C 0.055 3.120 -0.182
C -4.348 3.849 4.287
C 1.955 -0.859 -2.871
C -2.887 0.044 -1.603
C -0.213 -1.757 -3.205
C -5.027 2.708 3.870
C -2.179 -1.318 -1.658
C -0.714 -1.133 -2.066
C -3.002 3.996 3.999
C 3.997 -0.783 6.791
C -2.237 -2.045 -0.307
C 0.552 -3.140 -5.609
C 2.267 0.253 3.655
C -2.955 -2.178 -2.663
C 3.453 2.153 4.553
C 3.540 0.034 5.701
C 3.906 1.388 5.616
H -1.839 -3.057 -0.413
H 2.419 -4.050 -3.825
H -1.661 -1.531 0.457
H -4.880 0.835 2.829
H 3.595 -2.751 -4.028
H -6.079 2.588 4.096
H 2.539 -1.740 -6.778
H -2.543 -3.186 -2.745
H 3.729 3.197 4.490
H 0.979 -3.608 -6.499
H -2.826 0.533 -2.579
H -4.869 4.622 4.837
H 3.173 -3.774 -5.405
H 2.992 -0.720 -3.146
H 1.362 -0.575 -6.145
H 2.971 -0.685 -5.427
H -3.942 -0.098 -1.356
H 2.437 -1.555 4.790
H 0.158 -3.933 -4.971
H -0.277 -2.506 -5.928
H -2.462 4.879 4.320
H -2.458 0.707 -0.858
H -2.975 -1.722 -3.655
H -0.890 -2.359 -3.788
H -3.986 -2.271 -2.317
H -3.270 -2.114 0.042
```

Calculated values
M = 864.654 g mol⁻¹
HOMO-LUMO gap = 0.2601 hartree
Total charge = -1

=====

> total charge of number 4 (C29H26BrF3N2OS4Ta)?

-1

=====

> What is the formula in the fourth record?

C29H26BrF3N2OS4Ta

=====

> The lowest total charge belongs to which entry?

C29H25N5O15S5V

=====

> The highest M belongs to which entry?

C29H25N5O15S5V